No. 1
# C26H48ClFO12

6 unconnected molecules or ions with the total composition C26H48ClFO12 at a distorted geometry (wB97M-V/def2-TZVPD, OMol25).

Structure (XYZ):
```
88
Properties=species:S:1:pos:R:3:forces:R:3:mulliken_charge:R:1
C 2.85561 -1.12468 0.64357 -0.54 -0.18 0.16 -1.189
C 1.78572 -0.40164 1.42553 -0.02 0.17 -0.59 0.310
F 1.66257 -0.91001 2.70734 0.07 -0.03 0.27 -0.347
C 0.46498 -0.51857 0.72131 -0.95 -0.06 0.24 0.156
C -0.37220 -1.78397 0.91081 0.37 -0.13 0.20 -1.259
C -1.80421 -1.27520 0.64583 1.34 -0.47 -0.58 0.681
Cl -2.78931 -1.55137 2.08524 -0.59 0.04 -0.12 -0.136
C -1.56974 0.21952 0.42303 -0.95 0.81 -0.30 0.050
O -2.17643 0.98689 -0.29191 0.70 -0.96 1.37 -0.579
O -0.45329 0.53872 1.14627 0.03 0.39 -0.72 -0.427
H 2.50095 -2.12530 0.41237 0.12 -0.24 -0.12 0.409
H 3.02367 -0.57425 -0.27314 0.14 0.01 -0.25 0.312
H 3.78516 -1.17029 1.18217 0.21 0.02 0.22 0.216
H 2.01533 0.65887 1.48519 0.15 0.16 0.33 0.261
H 0.55310 -0.36669 -0.35451 0.65 0.05 -0.11 0.356
H -0.29087 -2.20500 1.90469 0.08 0.27 0.33 0.408
H -0.02579 -2.57221 0.25074 -0.28 -0.03 -0.40 0.385
H -2.15605 -1.76124 -0.25298 -0.83 0.10 0.07 0.398
C -4.73233 -0.52937 -5.79345 0.17 -0.08 0.02 -1.130
C -5.04755 -0.64311 -4.31587 -0.09 0.17 -0.28 -0.363
O -3.98820 -1.28836 -3.59404 -0.12 -0.19 0.16 -0.364
C -2.91093 -0.63858 -3.14549 0.09 0.21 -0.23 0.906
C -2.65175 0.78383 -3.57775 -0.23 0.22 0.21 -1.013
O -2.13097 -1.23328 -2.44620 0.18 -0.17 0.11 -0.632
H -3.85250 0.08871 -5.97517 -0.04 0.06 0.01 0.277
H -5.57573 -0.08932 -6.32527 -0.02 0.00 0.01 0.373
H -4.53030 -1.51499 -6.21367 -0.05 -0.01 -0.01 0.318
H -5.29106 0.31412 -3.86088 0.02 -0.01 0.02 0.322
H -5.91351 -1.28216 -4.16760 0.01 -0.05 0.09 0.406
H -1.94987 0.76871 -4.41091 0.01 -0.02 -0.02 0.339
H -2.20290 1.31227 -2.74098 0.14 -0.10 0.01 0.231
H -3.54121 1.33557 -3.87079 0.01 -0.09 -0.11 0.335
C 7.71788 -2.39693 -1.52011 -0.07 -0.02 0.18 -1.158
C 7.29418 -0.96286 -1.75800 0.18 -0.16 -0.14 -0.275
O 6.24579 -0.55611 -0.86720 -0.17 0.09 -0.25 -0.330
C 6.46652 -0.10782 0.37874 0.15 -0.12 0.14 0.850
C 7.84002 -0.23598 0.99164 0.18 0.26 -0.20 -1.152
O 5.53610 0.33609 0.99498 0.00 0.18 0.09 -0.567
H 8.13107 -2.53770 -0.52109 0.07 0.03 -0.02 0.300
H 8.47191 -2.69412 -2.24845 -0.01 0.02 -0.02 0.388
H 6.85957 -3.06234 -1.61274 0.00 0.00 -0.07 0.322
H 8.12962 -0.26448 -1.70983 0.00 0.00 0.05 0.415
H 6.86834 -0.86466 -2.75438 -0.06 0.08 0.02 0.234
H 7.86097 -1.13236 1.60988 -0.01 -0.02 0.01 0.274
H 8.00953 0.63051 1.62535 -0.11 -0.05 0.11 0.334
H 8.65092 -0.28327 0.26955 -0.03 -0.11 0.00 0.364
C -8.43010 -0.35632 2.00367 0.02 0.13 -0.06 -0.934
C -8.06774 -1.33811 0.90915 -0.02 -0.02 0.22 -0.396
O -7.98181 -0.70797 -0.37243 -0.15 -0.16 -0.14 -0.395
C -6.87707 -0.07439 -0.80097 0.14 0.17 0.30 0.672
C -5.74766 0.19393 0.16347 0.17 -0.40 -0.01 -0.265
O -6.84324 0.31261 -1.93677 -0.03 0.05 -0.24 -0.568
H -7.66936 0.41490 2.12270 0.05 -0.05 0.03 0.265
H -8.54387 -0.87480 2.95564 0.00 -0.02 0.00 0.350
H -9.36810 0.14385 1.76316 -0.03 -0.05 0.01 0.309
H -7.15048 -1.88554 1.12943 0.02 0.05 0.00 0.357
H -8.85791 -2.07866 0.80177 -0.02 0.01 -0.09 0.314
H -5.84327 1.21246 0.53710 0.01 0.03 -0.02 0.254
H -4.80811 0.10508 -0.37825 -0.01 0.18 -0.06 -0.219
H -5.70133 -0.49210 1.00503 -0.06 0.09 0.05 0.241
C -0.11743 0.09591 5.55973 0.00 -0.09 0.17 -0.994
C -1.56385 0.01418 5.11904 0.25 0.18 -0.01 0.187
O -2.21060 -1.16307 5.61389 -0.12 -0.06 -0.25 -0.336
C -2.75382 -1.24340 6.84061 0.15 0.11 0.17 0.694
C -2.49665 -0.14236 7.84474 -0.20 0.28 -0.14 -0.892
O -3.39109 -2.21702 7.12809 -0.10 -0.15 0.01 -0.580
H -0.02707 0.16424 6.64462 -0.02 0.07 0.00 0.343
H 0.36424 0.96837 5.11832 0.00 -0.01 -0.04 0.344
H 0.42130 -0.79577 5.24144 0.01 0.02 -0.08 0.255
H -2.13270 0.90681 5.38585 0.00 -0.03 0.06 0.306
H -1.60750 -0.07463 4.03706 -0.06 -0.07 -0.01 -0.201
H -1.67762 -0.45010 8.49280 0.01 -0.02 0.01 0.248
H -3.39276 -0.01879 8.44735 0.02 -0.15 0.08 0.306
H -2.25681 0.82197 7.40425 0.11 -0.05 0.01 0.317
C 4.35595 3.96247 -1.97209 0.05 -0.12 0.02 -0.800
C 4.85540 4.19689 -3.38292 -0.18 0.06 0.15 -0.434
O 6.02861 3.43059 -3.66999 0.21 0.18 -0.13 -0.366
C 5.98675 2.15045 -4.07317 -0.28 -0.26 0.21 0.753
C 4.68043 1.39121 -4.01316 -0.20 0.16 -0.29 -0.686
O 7.00306 1.61114 -4.41237 0.22 -0.02 -0.02 -0.576
H 4.05916 2.92578 -1.81329 -0.05 0.00 -0.03 0.162
H 3.49742 4.60061 -1.76249 0.00 0.02 -0.01 0.359
H 5.14296 4.18859 -1.25322 0.00 0.05 -0.01 0.290
H 4.08519 4.01418 -4.13348 0.00 -0.05 0.02 0.357
H 5.16589 5.23351 -3.49758 0.09 -0.01 -0.04 0.310
H 4.65685 0.81657 -3.08676 0.02 0.00 0.02 -0.029
H 4.64952 0.70528 -4.85599 0.12 -0.10 0.07 0.317
H 3.79245 2.01585 -4.06585 0.01 -0.01 0.13 0.360
```
Positions in Å, forces in eV/Å.

Calculated values
orbital gap	10.4	eV
highest occupied orbital energy	-0.3682	hartree
structure (SMILES)	C[C@H](F)[C@H]1C[C@@H](Cl)C(=O)O1.CCOC(C)=O.CCOC(C)=O.CCOC(C)=O.CCOC(C)=O.CCOC(C)=O



No. 2
# C26H48F3NO9

3 unconnected molecules or ions with the total composition C26H48F3NO9 at a distorted geometry (wB97M-V/def2-TZVPD, OMol25).

Structure (XYZ):
```
87
Properties=species:S:1:pos:R:3:forces:R:3:mulliken_charge:R:1
C 4.71805 -1.95159 0.56412 0.26 0.11 -0.28 -2.223
C 4.59894 -0.62982 1.34210 -0.29 -0.80 1.38 2.609
C 4.72264 -0.99584 2.83044 -0.48 0.13 -0.26 -2.232
C 3.19371 -0.00296 1.15422 0.00 -0.13 -0.75 -2.514
C 3.14814 1.33069 0.43242 -0.16 -0.21 -0.52 4.510
C 1.77970 1.54796 -0.29655 0.58 0.18 0.67 -2.560
C 0.57046 0.91866 0.36154 -1.08 -0.32 -1.25 0.029
C 0.19009 1.55346 1.61335 -1.22 2.90 0.91 0.737
F -0.14613 0.75299 2.67379 1.27 0.26 0.03 -0.454
C 0.03871 2.91715 1.77927 0.63 -3.41 0.53 -0.041
F -0.48225 3.72823 0.86984 1.12 0.40 -0.28 -0.255
F 0.37528 3.49335 2.90931 -1.11 0.56 0.13 -0.284
C 3.32809 2.51200 1.38563 0.68 2.69 0.76 0.023
O 3.25167 2.38383 2.61799 -0.35 -1.41 0.28 -0.767
O 3.52054 3.64275 0.84328 -0.13 -0.67 -0.82 -0.863
C 4.19346 1.32558 -0.69216 0.02 -0.10 0.44 -2.959
C 5.63070 0.92998 -0.28698 0.52 1.22 -0.49 1.718
C 6.24998 0.09596 -1.40705 -0.22 -0.14 0.53 -2.072
C 6.45546 2.22121 -0.21740 -0.13 -0.13 -0.58 -1.741
N 5.70383 0.29498 1.04818 -0.83 1.17 0.39 0.463
O 5.93868 1.13566 2.02203 0.29 -1.02 -0.81 -0.589
H 3.87199 -2.10889 -0.09560 0.00 0.03 -0.32 0.373
H 4.72011 -2.77641 1.25857 -0.03 -0.34 0.26 0.576
H 5.63861 -2.03451 0.00180 0.18 0.04 -0.14 0.391
H 4.39962 -0.17930 3.45641 0.20 0.38 0.16 0.377
H 5.72897 -1.30116 3.07398 0.33 -0.14 0.14 0.488
H 4.02985 -1.81149 3.00058 -0.10 -0.33 0.15 0.601
H 2.61321 -0.68268 0.54416 -0.08 -0.48 -0.22 0.487
H 2.67123 0.04911 2.09597 -0.01 0.31 0.42 0.127
H 1.62520 2.61918 -0.30761 0.04 0.34 -0.23 0.594
H 1.87413 1.24014 -1.33172 -0.18 -0.34 -0.23 0.482
H -0.28169 1.04543 -0.32108 0.03 -0.23 -0.24 -0.047
H 0.66172 -0.15078 0.50621 0.00 -0.21 0.12 0.520
H 4.24610 2.31491 -1.13656 -0.16 0.21 0.03 0.383
H 3.82837 0.66287 -1.47135 0.00 -0.43 -0.17 0.511
H 7.27160 -0.15342 -1.14440 0.25 -0.25 -0.06 0.393
H 6.25379 0.70440 -2.29863 0.05 0.19 -0.33 0.466
H 5.66629 -0.78711 -1.62729 0.02 -0.32 -0.05 0.420
H 6.53835 2.57724 -1.24117 0.04 0.14 -0.22 0.487
H 7.45729 2.03461 0.13944 0.27 0.00 0.34 0.455
H 5.95080 2.99294 0.33924 -0.06 0.15 0.44 0.339
C -2.78851 -0.59277 -1.70823 0.08 -0.05 0.23 -0.894
O -1.98590 -1.75408 -1.68521 0.01 -0.13 -0.35 -0.132
C -2.72292 -2.91818 -1.36374 0.27 0.24 0.07 -0.510
C -1.98982 -4.16061 -1.81974 -0.06 -0.14 0.00 -0.493
O -2.09312 -4.42751 -3.21495 0.03 0.06 0.05 -0.475
C -1.31958 -3.61659 -4.08929 -0.12 -0.08 -0.12 -0.344
C 0.16069 -3.92863 -4.07390 0.12 0.27 0.13 -0.604
O 0.76795 -3.33774 -2.94208 -0.08 -0.13 0.19 -0.162
C 2.00193 -3.92264 -2.59469 -0.07 0.16 -0.04 -0.458
H -3.22272 -0.38849 -0.72335 -0.05 0.01 -0.17 0.180
H -2.15221 0.24425 -1.98842 0.07 -0.01 0.00 0.346
H -3.59141 -0.68720 -2.45001 -0.07 0.01 0.08 0.388
H -3.71393 -2.88649 -1.83390 -0.02 -0.03 0.01 0.365
H -2.84597 -2.95839 -0.27188 -0.16 -0.11 0.00 0.358
H -2.46366 -5.01817 -1.33596 -0.03 0.00 -0.04 0.409
H -0.94752 -4.13815 -1.49851 0.02 0.17 -0.02 0.180
H -1.49595 -2.55577 -3.90423 0.14 0.03 0.12 0.137
H -1.69620 -3.84265 -5.09013 -0.01 -0.05 0.03 0.405
H 0.62711 -3.51143 -4.97839 -0.04 -0.14 -0.08 0.391
H 0.30641 -5.01626 -4.06600 -0.02 -0.02 -0.02 0.350
H 1.88298 -4.98682 -2.35684 0.04 -0.02 -0.08 0.329
H 2.36339 -3.40643 -1.70752 0.02 0.02 -0.02 -0.126
H 2.73597 -3.80188 -3.40017 0.04 -0.09 0.02 0.346
C -8.58143 1.08492 2.33221 0.05 0.02 0.08 -0.780
O -7.17932 1.18113 2.32094 0.02 0.07 -0.25 -0.234
C -6.55869 -0.02262 1.89940 0.01 0.15 0.23 -0.764
C -5.15016 0.23046 1.40869 0.07 -0.03 -0.05 -0.271
O -5.08438 0.77527 0.09821 -0.20 0.07 0.09 -0.338
C -5.39516 2.15682 -0.04951 0.05 -0.02 -0.15 -0.601
C -4.31055 3.08264 0.45399 -0.17 0.15 0.20 -0.326
O -4.36628 3.20323 1.86270 0.15 -0.15 0.06 -0.336
C -3.12186 3.63314 2.39411 -0.32 0.01 0.11 -0.290
H -8.92182 0.32233 3.04424 -0.06 -0.02 -0.06 0.312
H -8.97927 2.05140 2.63757 0.04 0.00 0.03 0.232
H -8.96768 0.84832 1.33292 -0.03 -0.07 0.04 0.330
H -7.14256 -0.48845 1.09554 0.02 -0.02 -0.01 0.361
H -6.52056 -0.70809 2.75821 0.00 -0.13 -0.11 0.413
H -4.65203 -0.73943 1.33613 0.00 -0.02 -0.03 0.369
H -4.58441 0.83534 2.11876 -0.13 0.10 0.05 0.217
H -6.36093 2.39824 0.39820 0.06 0.03 0.16 0.230
H -5.48646 2.30884 -1.12802 0.03 -0.04 0.00 0.431
H -4.45440 4.08151 0.01537 0.09 -0.07 -0.15 0.432
H -3.33307 2.69537 0.14220 0.01 0.01 -0.05 0.151
H -2.33930 2.91342 2.15454 0.03 -0.01 -0.02 -0.139
H -3.22216 3.68956 3.47667 -0.08 0.03 -0.03 0.317
H -2.84987 4.61996 2.00569 0.08 -0.03 -0.01 0.338
```
Positions in Å, forces in eV/Å.

Calculated values
total charge	-1
2S+1	2
orbital gap (alpha / beta)	6.5 / 6.5	eV
highest occupied orbital energy (alpha / beta)	-0.1546 / -0.1546	hartree



Which formula does entry 1 have? C26H48ClFO12